Record 1
Below is 2 unconnected molecules or ions with the total composition C10H10BNO2S, with properties calculated with wB97M-V/def2-TZVPD.

Geometry as ORCA input:
```
! wB97M-V def2-TZVPD RIJCOSX def2/J DEFGRID3
* xyz 0 1
C 1.497 0.627 -1.005
B 1.480 -2.829 0.064
C 1.156 0.302 1.373
H -1.511 1.753 -2.307
C -1.754 0.956 -1.530
H 0.925 -0.471 2.119
H -2.457 -2.748 0.429
C 1.296 2.047 -0.710
S -1.568 -0.677 -1.959
H -1.860 -0.245 1.549
O 1.727 -4.115 0.011
H -2.027 1.956 0.336
C -1.913 1.058 -0.166
H 0.942 3.627 0.764
H 0.838 2.076 2.640
H 1.269 2.637 -1.591
C -1.692 -1.221 -0.330
H 1.376 0.281 -1.983
H 1.165 -4.723 -0.404
C 1.046 1.664 1.672
C 1.027 2.564 0.549
O -1.736 -2.566 -0.078
C -1.919 -0.172 0.488
N 1.345 -1.572 0.004
C 1.347 -0.206 0.066
*
```

Lowest unoccupied orbital energy   0.26 eV
SMILES   O/B=N\c1ccccc1.Oc1cccs1
Calculated total energy   -1015.3320 Ha
Relative energy (zero: lowest compared OMol25 entry of this formula, charge and spin)   22.8 kcal per mole
HOMO-LUMO gap   8.33 eV

Calculated atomic charges, method Löwdin, unit e: C -0.0162; B -0.3674; C -0.0430; H 0.0992; C -0.4259; H 0.1183; H 0.0538; C -0.0836; S 1.0468; H 0.1149; O 0.2262; H 0.0844; C -0.1976; H 0.0943; H 0.0889; H 0.0814; C -0.6259; H 0.0831; H 0.0901; C -0.0690; C -0.1065; O 0.0185; C -0.1373; N 0.2108; C -0.3384



Record 2
Below is a single C10H10ClFIN3O4S molecule, with properties calculated with wB97M-V/def2-TZVPD.

Geometry as ORCA input:
```
! wB97M-V def2-TZVPD RIJCOSX def2/J DEFGRID3
* xyz 0 1
N -1.897 1.545 0.300
C -0.852 -0.993 -2.066
H 1.854 -0.492 3.202
N 1.249 0.909 -3.530
O -1.646 -1.212 5.167
I -2.047 -0.147 -3.700
F 0.890 3.432 -3.943
H 1.897 -0.974 -0.830
O 0.123 1.887 -5.439
C -0.027 0.101 -1.216
C 1.409 0.125 1.092
H -0.705 1.012 2.550
C 0.948 -0.597 2.492
S -1.712 -1.019 3.657
H 0.060 0.588 4.167
C 0.720 2.062 -4.338
C -1.115 1.011 -0.456
Cl -1.654 -2.890 2.765
H 0.832 -1.715 2.282
O 1.467 2.036 -1.460
H 2.285 1.061 -3.574
H 2.571 0.087 1.110
H -0.141 -1.840 -2.419
C 0.949 -0.714 -0.206
H 1.134 1.236 1.075
C 0.917 1.067 -2.086
O -3.017 -0.267 3.393
C -1.928 -1.699 -1.073
N -2.763 -1.998 -0.239
H 0.520 -1.715 0.147
C -0.324 0.113 3.178
*
```

Lowest unoccupied orbital energy   -1.29 eV
SMILES   N#C[C@@H](I)[C@@](C#N)(CCCCS(=O)(=O)Cl)C(=O)NC(=O)F
Calculated total energy   -2107.9944 Ha
HOMO-LUMO gap   9.19 eV

Calculated atomic charges, method Löwdin, unit e: N 0.1928; C -0.6257; H 0.1195; N 0.1151; O -0.4154; I 0.9558; F 0.0437; H 0.1401; O 0.0510; C -0.3516; C -0.1726; H 0.0980; C -0.2114; S 0.4380; H 0.1271; C -0.3515; C -0.1291; Cl 0.3557; H 0.0763; O 0.0824; H 0.1555; H 0.1216; H 0.1175; C -0.1176; H 0.1137; C -0.2961; O -0.3958; C -0.2518; N 0.1416; H 0.1183; C -0.2449



Record 3
Below is a molecular structure, C10H10ClHoI, with properties calculated with wB97M-V/def2-TZVPD.

Geometry as ORCA input:
```
! wB97M-V def2-TZVPD RIJCOSX def2/J DEFGRID3
* xyz -1 5
C -2.297 -1.382 0.931
H -2.467 -3.222 2.214
C 1.372 2.511 -2.324
C 3.062 0.951 -2.016
H -2.016 0.817 0.550
C -2.130 -1.231 3.220
Ho 0.004 -1.166 1.758
Cl 0.917 -3.031 3.043
H -2.140 -1.504 4.281
H -2.435 -1.804 -0.067
C 2.145 0.427 -2.984
I 0.308 -1.474 -1.025
C 2.586 2.237 -1.605
H 2.230 -0.524 -3.493
C -2.288 -2.141 2.140
H 3.067 2.897 -0.893
C -2.024 0.087 2.686
H 3.961 0.457 -1.669
C -2.136 -0.002 1.268
C 1.103 1.393 -3.178
H -1.860 1.003 3.267
H 0.263 1.290 -3.853
H 0.774 3.411 -2.249
*
```

<S²>   6.01
Lowest unoccupied orbital energy (alpha / beta)   1.66 / 1.73 eV
Calculated total energy   -2093.0828 Ha
Relative energy (zero: lowest compared OMol25 entry of this formula, charge and spin)   35.1 kcal per mole
HOMO-LUMO gap (alpha / beta)   4.15 / 4.22 eV

Calculated atomic charges, method Löwdin, unit e: C -0.3467; H 0.1141; C -0.2240; C -0.2465; H 0.1127; C -0.2374; Ho 0.8132; Cl -0.1930; H 0.1065; H 0.0553; C -0.3373; I 0.2900; C -0.2259; H 0.0389; C -0.2471; H 0.0362; C -0.2315; H 0.0456; C -0.2588; C -0.2543; H 0.1042; H 0.0474; H 0.0384



Record 4
Below is 3 unconnected molecules or ions with the total composition C10H10ClN2, with properties calculated with wB97M-V/def2-TZVPD.

Geometry as ORCA input:
```
! wB97M-V def2-TZVPD RIJCOSX def2/J DEFGRID3
* xyz -1 1
H -2.186 -3.324 1.166
H -2.895 0.304 -1.083
H 0.338 2.722 -0.960
C -1.004 -0.718 -1.329
N 1.027 2.552 1.071
C 1.803 1.830 1.900
H 3.029 0.042 2.102
H -0.588 -0.022 -2.042
C 2.522 0.692 1.404
C 2.545 0.439 0.055
H -0.051 -3.473 -0.058
H 3.268 -0.307 -0.239
H 1.735 0.808 -1.853
C 0.997 2.209 -0.276
N -0.272 -1.764 -1.027
C -2.323 -0.558 -0.772
C -1.996 -2.529 0.459
C 1.703 1.121 -0.820
C -0.790 -2.698 -0.202
Cl -2.308 3.230 -1.272
H 1.897 2.086 2.944
C -2.786 -1.487 0.148
H -3.663 -1.155 0.685
*
```

Lowest unoccupied orbital energy   3.20 eV
Calculated total energy   -956.8014 Ha
Relative energy (zero: lowest compared OMol25 entry of this formula, charge and spin)   17.5 kcal per mole
HOMO-LUMO gap   7.15 eV

Calculated atomic charges, method Löwdin, unit e: H 0.0924; H 0.0489; H 0.0114; C -0.1422; N 0.0609; C -0.1524; H 0.0809; H 0.0909; C -0.1010; C -0.1235; H 0.0889; H 0.0936; H 0.0952; C -0.1300; N 0.0338; C -0.0384; C -0.1148; C -0.0909; C -0.1605; Cl -0.7271; H 0.0836; C -0.1054; H 0.1056



Record 5
Below is a single C10H10ClNO molecule, with properties calculated with wB97M-V/def2-TZVPD.

Geometry as ORCA input:
```
! wB97M-V def2-TZVPD RIJCOSX def2/J DEFGRID3
* xyz 0 1
C 1.283 -0.553 -1.576
C 0.330 1.594 -0.812
H 1.957 2.348 0.270
H 1.329 3.476 -0.680
H -1.553 -0.801 2.988
C -0.421 -0.609 0.157
C -1.095 1.460 1.165
H 2.224 2.069 -1.318
H -2.767 0.353 2.344
H 1.898 -0.097 -2.235
H 0.553 -3.606 -0.470
O -1.698 2.363 1.667
C -2.095 -0.370 2.165
H -0.789 -2.564 1.154
H -2.650 -1.105 1.708
C 0.546 -2.602 -0.615
C -0.246 -1.938 0.316
C 0.400 0.112 -0.818
H 1.967 -2.254 -2.286
C 1.558 2.455 -0.630
C 1.272 -1.929 -1.527
Cl -0.781 2.102 -2.075
N -1.224 0.097 1.108
*
```

Lowest unoccupied orbital energy   0.52 eV
Calculated total energy   -977.1126 Ha
Relative energy (zero: lowest compared OMol25 entry of this formula, charge and spin)   82.6 kcal per mole
HOMO-LUMO gap   8.13 eV

Calculated atomic charges, method Löwdin, unit e: C -0.0517; C -0.6189; H 0.0375; H 0.0710; H 0.1060; C -0.1401; C -0.2069; H 0.0562; H 0.0560; H 0.0911; H 0.0743; O 0.0935; C -0.0078; H 0.1559; H 0.0716; C -0.0844; C -0.0275; C -0.2326; H 0.1118; C -0.0819; C -0.0758; Cl 0.6536; N -0.0507



Record 6
Below is 2 unconnected molecules or ions with the total composition C10H10ClPS, with properties calculated with wB97M-V/def2-TZVPD.

Geometry as ORCA input:
```
! wB97M-V def2-TZVPD RIJCOSX def2/J DEFGRID3
* xyz 0 1
H 2.538 -0.295 0.153
C 2.562 0.729 -0.094
C 3.149 2.928 0.002
H 4.066 1.344 1.099
H 1.180 3.698 -0.118
H -3.281 -3.550 -0.831
H 3.763 3.843 0.266
H -2.979 -1.380 -2.276
C 1.826 2.892 -0.084
C -3.316 -0.197 -0.542
C -3.059 -1.364 -1.273
H 4.649 1.445 -0.692
C -3.193 -2.531 -0.458
H -3.415 -2.975 1.552
C -3.479 -0.662 0.862
C 1.438 1.495 -0.127
P -3.584 1.424 -1.095
S -0.239 0.980 0.044
H -4.490 -0.320 1.170
H -2.705 -0.162 1.580
Cl -4.717 2.216 0.424
C 3.807 1.588 0.055
C -3.416 -2.165 0.847
*
```

Lowest unoccupied orbital energy (alpha / beta)   -0.88 / -1.93 eV
Calculated total energy   -1586.6403 Ha
Relative energy (zero: lowest compared OMol25 entry of this formula, charge and spin)   48.3 kcal per mole
HOMO-LUMO gap (alpha / beta)   7.86 / 5.14 eV

Calculated atomic charges, method Löwdin, unit e: H 0.0909; C -0.0884; C -0.1147; H 0.1334; H 0.0830; H 0.1042; H 0.1257; H 0.0606; C -0.1252; C -0.6855; C -0.1025; H 0.1430; C -0.0894; H 0.0938; C -0.2742; C -0.7060; P 0.5396; S 0.6890; H 0.0889; H 0.1412; Cl 0.1081; C -0.1584; C -0.0572



Record 7
Below is a molecular structure, C10H10FeN2O4, with properties calculated with wB97M-V/def2-TZVPD.

Geometry as ORCA input:
```
! wB97M-V def2-TZVPD RIJCOSX def2/J DEFGRID3
* xyz 3 6
H -2.195 -0.378 1.770
H -0.602 -3.473 2.188
C 1.164 -1.975 -0.003
O -0.070 3.702 -1.256
H -1.844 -1.620 3.020
O 0.234 2.397 2.143
C 1.888 1.352 -0.310
C 0.836 -3.147 0.614
C -1.403 -0.859 2.363
H -0.748 1.676 -3.300
C 0.186 0.187 -2.083
Fe 0.259 0.718 -0.293
C -1.329 1.828 -0.394
C 0.147 1.677 1.230
C 0.055 1.614 -2.542
H -0.734 -0.402 -2.246
O 2.923 1.833 -0.075
N -0.152 -2.831 1.541
H 1.889 -1.781 -0.780
H -0.914 -0.091 2.980
C -0.416 -1.510 1.485
H 1.219 -4.141 0.454
C -0.307 2.505 -1.371
O -2.486 2.019 -0.197
H 1.072 -0.339 -2.457
H 0.968 1.999 -3.024
N 0.362 -0.958 0.542
*
```

<S²>   8.81
Lowest unoccupied orbital energy (alpha / beta)   -12.57 / -16.23 eV
Calculated total energy   -2059.7890 Ha
Relative energy (zero: lowest compared OMol25 entry of this formula, charge and spin)   0.0 kcal per mole
HOMO-LUMO gap (alpha / beta)   8.19 / 6.33 eV

Calculated atomic charges, method Löwdin, unit e: H 0.1349; H 0.2188; C 0.1153; O 0.3194; H 0.1339; O 0.3350; C -0.0345; C 0.1840; C 0.0904; H 0.1975; C -0.1080; Fe 0.4540; C -0.1698; C -0.0539; C -0.0841; H 0.1336; O 0.3164; N 0.2372; H 0.1641; H 0.1291; C -0.2185; H 0.1868; C -0.3410; O 0.3244; H 0.1183; H 0.1783; N 0.0382



Record 8
Below is a molecular structure, C10H10FeN2O4, with properties calculated with wB97M-V/def2-TZVPD.

Geometry as ORCA input:
```
! wB97M-V def2-TZVPD RIJCOSX def2/J DEFGRID3
* xyz 3 6
C 3.020 -0.879 -0.835
C 1.475 -1.050 0.796
C -1.323 3.189 -0.345
H 3.626 -0.576 0.015
C -0.274 2.176 -3.706
N -0.066 1.413 -1.600
N -0.781 3.113 -2.788
Fe 0.617 0.040 -0.397
H 2.916 -1.950 -0.979
O -0.527 -2.438 -1.536
H -0.284 2.273 -4.793
C -0.063 -1.468 -1.103
O 1.832 -1.954 1.445
H 3.003 1.042 -1.727
H -1.208 4.004 -3.061
C 0.165 1.133 -2.947
H -1.842 4.126 -0.561
C -0.673 2.620 -1.537
O 1.627 1.732 1.810
H 0.619 0.188 -3.246
C -0.898 0.029 0.506
C 1.324 0.903 1.027
H -0.606 3.419 0.445
C 2.761 -0.011 -1.828
H -2.080 2.505 0.049
O -1.763 -0.155 1.243
H 2.481 -0.348 -2.820
*
```

<S²>   8.81
Lowest unoccupied orbital energy (alpha / beta)   -12.64 / -16.06 eV
Calculated total energy   -2059.7862 Ha
Relative energy (zero: lowest compared OMol25 entry of this formula, charge and spin)   1.8 kcal per mole
HOMO-LUMO gap (alpha / beta)   7.43 / 6.48 eV

Calculated atomic charges, method Löwdin, unit e: C -0.0207; C -0.2052; C 0.0850; H 0.1292; C 0.1846; N 0.0406; N 0.2338; Fe 0.3620; H 0.1266; O 0.3159; H 0.1922; C -0.0376; O 0.3266; H 0.1078; H 0.2238; C 0.0534; H 0.1304; C -0.2043; O 0.3028; H 0.1379; C -0.0916; C -0.0833; H 0.1289; C 0.0123; H 0.1261; O 0.3281; H 0.0946



Record 9
Below is a single C10H10N2 molecule, with properties calculated with wB97M-V/def2-TZVPD.

Geometry as ORCA input:
```
! wB97M-V def2-TZVPD RIJCOSX def2/J DEFGRID3
* xyz 0 1
H -1.111 -1.962 3.360
H 0.232 0.911 -2.962
C 1.104 1.161 -2.310
N -1.281 -1.114 2.737
C 0.392 2.161 1.181
H 0.448 3.062 1.817
H -1.727 -3.126 0.942
C 0.873 2.257 -0.160
C -0.802 -1.201 1.381
N -0.100 1.087 1.675
C -0.191 0.016 0.913
H 2.056 0.627 -2.531
C 0.816 1.090 -0.920
H -1.124 -0.278 3.197
H -0.921 -3.127 -1.315
H 1.436 2.170 -2.518
C -0.747 -2.236 -0.762
C -1.143 -2.231 0.562
H 1.446 3.073 -0.488
H 0.181 -1.149 -2.216
C 0.156 -0.044 -0.390
C 0.004 -1.147 -1.192
*
```

Lowest unoccupied orbital energy   0.40 eV
SMILES   Cc1ccnc2c(N)cccc12
Calculated total energy   -496.5497 Ha
Relative energy (zero: lowest compared OMol25 entry of this formula, charge and spin)   29.7 kcal per mole
HOMO-LUMO gap   8.12 eV

Calculated atomic charges, method Löwdin, unit e: H 0.1200; H 0.1169; C -0.0729; N 0.0841; C -0.1299; H 0.1142; H 0.1341; C 0.0154; C -0.2127; N 0.1120; C -0.2087; H 0.1143; C -0.2340; H 0.0236; H 0.0967; H 0.0744; C -0.0620; C -0.0615; H 0.0907; H 0.0822; C -0.1591; C -0.0378



Record 10
Below is 2 unconnected molecules or ions with the total composition C10H10N2, with properties calculated with wB97M-V/def2-TZVPD.

Geometry as ORCA input:
```
! wB97M-V def2-TZVPD RIJCOSX def2/J DEFGRID3
* xyz 0 1
H 2.982 1.433 1.540
H 0.823 2.762 0.599
C 0.430 -0.385 2.591
C -1.129 -1.120 -3.183
C -1.029 0.235 -2.650
H 0.152 -1.314 2.976
C -0.191 -0.417 -0.665
C -0.599 -2.083 -2.425
H -0.566 -3.085 -2.809
C 0.773 1.848 1.198
H -1.425 1.129 -3.245
C -0.636 0.358 2.026
H 0.376 0.012 0.143
H 2.624 -0.324 3.023
H -1.578 -1.415 -4.158
C 1.641 0.146 2.538
C 1.872 1.292 1.820
C -0.189 -1.723 -1.131
N -0.526 1.467 1.380
H -1.675 -0.064 2.064
N -0.564 0.605 -1.430
H 0.277 -2.547 -0.492
*
```

Lowest unoccupied orbital energy   0.88 eV
SMILES   c1ccncc1.c1ccncc1
Calculated total energy   -496.4821 Ha
Relative energy (zero: lowest compared OMol25 entry of this formula, charge and spin)   72.1 kcal per mole
HOMO-LUMO gap   10.05 eV

Calculated atomic charges, method Löwdin, unit e: H 0.1389; H 0.1114; C -0.0891; C -0.0850; C -0.1140; H 0.0892; C -0.1805; C -0.1240; H 0.1016; C -0.1621; H 0.1156; C -0.2048; H 0.0508; H 0.1542; H 0.1128; C -0.1354; C -0.0873; C -0.0594; N 0.0474; H 0.1304; N 0.0670; H 0.1222



Record 11
Below is 2 unconnected molecules or ions with the total composition C10H10N2, with properties calculated with wB97M-V/def2-TZVPD.

Geometry as ORCA input:
```
! wB97M-V def2-TZVPD RIJCOSX def2/J DEFGRID3
* xyz 0 1
C 2.987 0.719 -0.754
H -1.063 -0.685 1.943
C 2.123 1.292 0.125
H 2.096 2.421 0.348
H 0.886 0.948 1.784
C 2.217 -1.391 -0.159
H -2.157 2.403 -0.687
N -2.358 -1.219 0.459
N 1.310 -0.847 0.697
H 3.708 -1.346 -1.574
C -1.522 -0.328 1.086
C -2.112 1.340 -0.414
C -2.926 0.424 -1.115
H -3.437 0.616 -1.975
C -2.899 -0.884 -0.694
H -0.666 1.550 1.328
C 3.039 -0.696 -0.829
H 3.685 1.512 -1.159
C 1.363 0.452 0.958
H 2.001 -2.604 -0.282
C -1.322 0.966 0.693
H -3.402 -1.716 -1.199
*
```

Lowest unoccupied orbital energy   0.68 eV
SMILES   c1ccncc1.c1ccncc1
Calculated total energy   -496.4668 Ha
Relative energy (zero: lowest compared OMol25 entry of this formula, charge and spin)   81.8 kcal per mole
HOMO-LUMO gap   9.95 eV

Calculated atomic charges, method Löwdin, unit e: C -0.0765; H 0.0790; C -0.0903; H 0.1346; H 0.0887; C -0.2140; H 0.1039; N 0.0657; N 0.0731; H 0.1525; C -0.1558; C -0.0477; C -0.0663; H 0.0651; C -0.1758; H 0.0822; C -0.1373; H 0.1255; C -0.1861; H 0.1692; C -0.0988; H 0.1091



Record 12
Below is a single C10H10N2 molecule, with properties calculated with wB97M-V/def2-TZVPD.

Geometry as ORCA input:
```
! wB97M-V def2-TZVPD RIJCOSX def2/J DEFGRID3
* xyz 0 1
C 2.521 -0.094 -0.029
C 2.902 0.075 1.311
H 3.989 0.005 1.576
H -0.137 0.622 2.752
H -3.737 0.650 -0.811
C 1.216 0.073 -0.387
N -0.877 -0.006 -1.340
N -2.203 0.053 0.486
C 0.271 0.229 0.640
H 0.845 0.308 -2.474
H 3.220 -0.349 -0.797
C -2.104 -0.441 -1.893
C -3.033 -0.234 -0.662
H 2.225 0.524 3.416
C 0.471 -0.298 -1.687
H -2.067 -1.485 -2.257
C -1.026 0.119 0.045
H -3.778 -1.059 -0.386
C 0.622 0.465 1.948
C 1.964 0.384 2.317
H -2.436 0.139 -2.784
H 0.609 -1.357 -1.870
*
```

Lowest unoccupied orbital energy   0.74 eV
SMILES   c1ccc2c(c1)CN1CCN=C21
Calculated total energy   -496.5489 Ha
Relative energy (zero: lowest compared OMol25 entry of this formula, charge and spin)   30.2 kcal per mole
HOMO-LUMO gap   8.89 eV

Calculated atomic charges, method Löwdin, unit e: C -0.0452; C -0.0765; H 0.1136; H 0.1322; H 0.1175; C -0.1212; N -0.0820; N 0.0935; C -0.1140; H 0.1141; H 0.1062; C -0.1463; C -0.1988; H 0.1244; C -0.0779; H 0.1136; C -0.3151; H 0.1203; C -0.0249; C -0.0815; H 0.1174; H 0.1306